Record 1
H3OPS2 | ωB97M-V/def2-TZVPD

The geometry in ORCA input format:
```
! wB97M-V def2-TZVPD RIJCOSX def2/J DEFGRID3
* xyz 0 1
H -0.55 1.33 -1.60
O 0.10 0.78 -1.15
H 1.44 -1.59 -0.01
H 1.62 0.80 2.01
P -0.42 0.12 0.24
S -2.32 0.46 0.48
S 0.14 -1.90 0.03
*
```

---

Record 2
H3OS | ωB97M-V/def2-TZVPD

Expectation value of S²: 0.7526

The geometry in ORCA input format:
```
! wB97M-V def2-TZVPD RIJCOSX def2/J DEFGRID3
* xyz 0 2
S 0.70 -1.33 1.06
H 1.62 -0.59 0.42
H -0.55 0.38 0.18
O -0.91 1.10 -0.46
H -0.86 0.44 -1.20
*
```

---

Record 3
H3PS2 | ωB97M-V/def2-TZVPD

The geometry in ORCA input format:
```
! wB97M-V def2-TZVPD RIJCOSX def2/J DEFGRID3
* xyz 0 1
S 0.33 -0.61 0.04
H -0.86 -2.85 0.79
P 0.66 2.83 -0.57
H 1.68 2.31 -1.49
H -1.53 -2.98 0.97
S -0.29 1.30 0.25
*
```

---

Record 4
H3PS2 | ωB97M-V/def2-TZVPD

The geometry in ORCA input format:
```
! wB97M-V def2-TZVPD RIJCOSX def2/J DEFGRID3
* xyz 0 1
S -0.85 1.73 1.07
P 0.86 -0.46 0.09
H -1.08 -2.15 0.15
H -0.09 2.65 0.80
H 1.52 0.11 -1.11
S -0.35 -1.88 -1.00
*
```

---

Record 5
H3PS2 | ωB97M-V/def2-TZVPD

The geometry in ORCA input format:
```
! wB97M-V def2-TZVPD RIJCOSX def2/J DEFGRID3
* xyz 0 1
H 0.42 -0.35 -1.97
H -1.22 -0.83 1.20
P 0.48 0.24 -0.83
H -1.06 2.24 1.50
S 2.24 -0.05 0.14
S -0.86 -1.25 -0.04
*
```

---

Record 6
H40N7O10S | ωB97M-V/def2-TZVPD

The geometry in ORCA input format:
```
! wB97M-V def2-TZVPD RIJCOSX def2/J DEFGRID3
* xyz 5 1
H 1.58 -5.35 11.71
H 0.51 -3.23 18.59
H -2.08 -5.42 16.93
N 0.49 -6.05 19.27
H 3.01 -8.14 17.03
H -0.85 -7.46 14.49
H 0.93 -2.64 17.25
H 4.55 -9.35 14.65
O 0.24 -3.16 17.67
N -0.65 -7.97 15.35
O 1.87 -5.29 14.75
O 3.93 -3.69 13.95
H 4.05 -9.35 17.38
O 3.14 -5.60 16.82
H 0.39 -9.80 17.51
H 4.84 -3.25 17.00
H 4.68 -4.94 17.00
N 1.36 -6.17 12.28
N 4.34 -8.45 14.20
O 0.78 -9.06 17.99
H -0.18 -8.87 15.17
H 1.61 -5.85 13.26
H 5.13 -7.81 14.23
H 1.91 -6.96 11.98
H 0.85 -2.38 14.83
O 0.82 -10.43 14.87
H -1.46 -8.03 15.96
H 3.46 -8.11 14.67
O 2.24 -7.52 15.76
H 3.12 -8.68 18.65
H -1.98 -4.99 15.40
H 1.23 -9.48 18.73
H 4.03 -8.55 13.24
O 0.73 -5.84 16.70
H 5.90 -4.06 17.93
S 2.02 -6.06 16.01
H 3.10 -4.05 14.28
H 0.98 -3.81 14.31
H 0.11 -7.56 15.93
H 1.75 -10.60 15.06
H 1.11 -6.65 19.81
H 0.64 -10.95 14.08
H 0.32 -5.17 19.75
N 3.65 -8.52 17.80
H -0.45 -6.43 19.22
H 3.16 -3.21 18.68
N -1.58 -4.78 16.31
H 0.35 -6.24 12.30
H 6.06 -4.25 16.37
H 4.53 -4.44 13.89
O 2.85 -4.08 18.95
H -1.82 -3.83 16.59
H -0.54 -4.93 16.27
O 0.52 -2.98 14.15
N 5.33 -4.13 17.08
H 4.39 -7.84 17.97
H 0.83 -5.88 18.29
H 2.68 -4.56 18.12
*
```

---

Calculated ΔE to the lowest compared entry with this formula, charge and spin, 81.05; 6.00; 59.37; 51.12; 90.76; 0.00 kcal/mol (same order as the records).
Calculated energy, -33053.205; -12929.608; -31005.502; -31005.859; -31004.141; -42335.532 eV (same order as the records).